(1)
CH6NS | wB97M-V/def2-TZVPD

Computed properties:
E_HOMO: -2.437 eV
Net charge: -1
Orbital gap: 0.223 Eh

Each line ends with the natural charge from an NBO analysis.
Cartesian coordinates (Å):
S  2.8954  -0.4946  2.6611  -1.080
H  2.7837  0.8075  3.1175  0.082
C  -1.3298  -0.0382  -1.0223  -0.413
N  0.1093  -0.2606  -0.8542  -0.831
H  -1.9170  -0.7300  -1.6531  0.168
H  -1.3562  0.9895  -1.5014  0.175
H  -1.8815  -0.0650  -0.0581  0.164
H  0.4768  0.6581  -0.6390  0.360
H  0.2193  -0.8667  -0.0506  0.374


(2)
CH6NS | wB97M-V/def2-TZVPD

Computed properties:
E_HOMO: -2.357 eV
Net charge: -1
Orbital gap: 0.254 Eh

Each line ends with the natural charge from an NBO analysis.
Cartesian coordinates (Å):
N  0.7855  -1.5080  1.7967  -1.137
H  1.6950  -1.5194  1.3771  0.332
H  0.1483  -1.0748  1.0804  0.404
H  0.7663  -0.8094  2.5230  0.337
C  0.4662  0.8834  -1.4672  -0.739
S  -0.8171  0.3955  -0.2496  -0.703
H  0.3964  0.2359  -2.3442  0.173
H  0.2445  1.8502  -1.9490  0.168
H  1.5017  0.9721  -1.1174  0.166


(3)
CH6NS | wB97M-V/def2-TZVPD

Computed properties:
E_HOMO: -2.214 eV
Net charge: -1
Orbital gap: 0.244 Eh

Each line ends with the natural charge from an NBO analysis.
Cartesian coordinates (Å):
N  1.1368  -2.5588  0.1563  -1.126
H  1.3576  -2.6635  -0.8267  0.342
H  1.9576  -2.7679  0.7171  0.339
H  0.8008  -1.5936  0.1388  0.417
C  -1.2367  1.4130  0.7082  -0.732
S  -0.0187  0.7447  -0.5221  -0.755
H  -2.2752  1.3446  0.3455  0.165
H  -1.2193  0.8962  1.6664  0.172
H  -1.0293  2.4869  0.7627  0.178


(4)
CH6NS | wB97M-V/def2-TZVPD

Computed properties:
E_HOMO: -14.769 eV
Net charge: +1
Orbital gap: 0.385 Eh

Each line ends with the natural charge from an NBO analysis.
Cartesian coordinates (Å):
C  0.6321  0.1139  0.1920  -0.429
N  -0.6784  0.1944  -0.5664  -0.753
S  0.4351  0.8086  1.8077  0.102
H  1.0691  -1.1489  0.0186  0.280
H  1.3336  0.7669  -0.3442  0.247
H  -0.7860  0.0811  -1.6389  0.472
H  -1.0636  1.1917  -0.2625  0.466
H  -1.2812  -0.5953  -0.0626  0.464
H  0.4609  -0.3502  2.3731  0.149


(5)
CH6NS | wB97M-V/def2-TZVPD

Computed properties:
Spin multiplicity: 3
E_HOMO (alpha / beta): -13.905 / -14.144 eV
Net charge: +1
Orbital gap (alpha / beta): 0.367 / 0.267 Eh

Each line ends with the natural charge from an NBO analysis.
Cartesian coordinates (Å):
C  -0.0355  -0.2836  0.8335  -0.121
N  -0.9986  0.4577  0.0366  -0.734
S  1.6002  -0.4985  -1.7240  -0.032
H  0.3399  0.2149  1.6083  0.178
H  -0.1871  -1.4040  1.0488  0.224
H  -0.5074  0.6494  -0.8072  0.455
H  -1.2200  1.3493  0.5547  0.467
H  -1.7606  -0.1843  -0.1928  0.460
H  2.7691  -0.3009  -1.3579  0.103


(6)
CH6O2 | wB97M-V/def2-TZVPD

Computed properties:
E_HOMO: -10.592 eV
Orbital gap: 0.397 Eh

Each line ends with the natural charge from an NBO analysis.
Cartesian coordinates (Å):
C  -1.0214  -0.4537  -0.0267  -0.286
H  2.2908  0.4296  1.0696  0.445
H  1.4462  0.2079  -0.4675  0.484
H  -1.2379  1.5893  -0.3432  0.478
H  -0.7826  -0.9390  0.9241  0.186
H  -2.1558  -0.5353  -0.0309  0.186
H  -0.5917  -1.0584  -0.9323  0.183
O  2.3645  -0.0798  -0.1509  -0.934
O  -0.3120  0.8393  -0.0422  -0.742


(7)
CH6O2 | wB97M-V/def2-TZVPD

Computed properties:
E_HOMO: -10.640 eV
Orbital gap: 0.417 Eh
SMILES string: CO.O

Each line ends with the natural charge from an NBO analysis.
Cartesian coordinates (Å):
C  0.6468  -0.9914  0.4448  -0.249
O  1.1735  0.1766  -0.1638  -0.721
H  1.4230  -1.7728  0.3846  0.164
H  -0.2693  -1.3674  -0.0410  0.154
H  0.4264  -0.7955  1.5076  0.190
H  1.5271  -0.0970  -1.0358  0.463
O  -1.8233  1.8556  -0.0995  -0.941
H  -1.9802  0.8957  -0.2482  0.466
H  -1.1240  2.0961  -0.7486  0.475


(8)
CH6O3 | wB97M-V/def2-TZVPD

Computed properties:
E_HOMO: -10.984 eV
Orbital gap: 0.410 Eh
SMILES string: C=O.O.O

Each line ends with the natural charge from an NBO analysis.
Cartesian coordinates (Å):
C  0.1260  0.5467  -0.4899  0.279
O  -0.3460  -0.1741  0.3503  -0.520
H  1.2042  0.7494  -0.5920  0.121
H  -0.5409  1.0455  -1.2146  0.121
O  1.3752  -2.1615  -1.9498  -0.936
H  1.1313  -1.5237  -1.2658  0.462
H  1.5420  -2.9779  -1.4629  0.473
O  -1.4089  1.8175  2.4346  -0.941
H  -0.8747  1.0310  2.2639  0.475
H  -2.2084  1.6472  1.9263  0.466


Number 1: strongest force on any atom 0.029 hartree/bohr, energy -494.6476 Ha. Number 2: strongest force on any atom 0.024 hartree/bohr, energy -494.6575 Ha. Number 3: strongest force on any atom 0.021 hartree/bohr, energy -494.6566 Ha. Number 4: strongest force on any atom 0.091 hartree/bohr, energy -494.3207 Ha. Number 5: strongest force on any atom 0.089 hartree/bohr, energy -494.2205 Ha. Number 6: strongest force on any atom 0.139 hartree/bohr, energy -192.0405 Ha. Number 7: strongest force on any atom 0.023 hartree/bohr, energy -192.1492 Ha. Number 8: strongest force on any atom 0.014 hartree/bohr, energy -267.3801 Ha.